# 1
8
Properties=species:S:1:pos:R:3:nbo_charge:R:1 method="wB97M-V/def2-TZVPD" e_lumo_ev="-1.14 / -1.25" de_lowest_ev=5.509
C -0.777 0.092 0.148 -0.19
C -2.104 -0.515 -0.083 0.21
C 1.642 -0.315 -0.038 0.61
O 0.402 -0.535 0.011 -0.31
F -3.037 0.447 -0.088 -0.35
F 2.208 0.923 -0.091 -0.29
H -0.553 1.109 0.305 0.15
H 2.219 -1.205 -0.165 0.17



# 2
8
Properties=species:S:1:pos:R:3:nbo_charge:R:1 method="wB97M-V/def2-TZVPD" e_lumo_ev=-0.02 smiles="C=C(F)C(=O)F" de_lowest_ev=0.058
C 0.532 -0.463 -0.991 -0.39
C 0.494 -0.135 0.298 0.27
F 1.362 -0.494 1.261 -0.30
C -0.753 0.547 0.779 0.80
O -1.175 0.661 1.861 -0.48
F -1.540 0.921 -0.287 -0.35
H 1.243 -1.124 -1.330 0.22
H -0.164 0.088 -1.590 0.25



# 3
8
Properties=species:S:1:pos:R:3:nbo_charge:R:1 method="wB97M-V/def2-TZVPD" e_lumo_ev="0.80 / -2.13" spin_multiplicity=3 de_lowest_ev=1.638 s2=2.024
C -1.214 -1.384 -0.014 -0.08
C -0.168 -0.821 0.046 -0.23
C 1.083 -0.307 0.002 0.71
O -0.775 1.865 -0.343 -0.42
F 1.894 -0.052 1.049 -0.31
F 1.714 0.047 -1.117 -0.29
H -2.166 -1.622 -0.015 0.20
H -0.370 2.274 0.391 0.41



# 4
10
Properties=species:S:1:pos:R:3:nbo_charge:R:1 method="wB97M-V/def2-TZVPD" e_lumo_ev=-1.56 smiles="FC(F)C(=S)C(=S)S" de_lowest_ev=0.286
F -2.160 1.139 -0.250 -0.30
C -0.927 1.204 0.345 0.50
F 0.097 1.695 -0.443 -0.33
C -0.408 -0.193 0.627 -0.26
S -0.625 -1.130 1.917 0.15
C 0.562 -0.675 -0.379 -0.27
S -0.287 -0.864 -1.869 0.04
S 2.276 -1.095 0.017 0.12
H -0.869 1.586 1.317 0.17
H 2.343 -1.668 -1.282 0.18



# 5
11
Properties=species:S:1:pos:R:3:nbo_charge:R:1 method="wB97M-V/def2-TZVPD" e_lumo_ev=-1.02 de_lowest_ev=2.624
C -2.004 0.136 -0.036 0.11
C -0.065 -0.782 -0.086 0.74
C 0.791 0.497 0.075 0.82
N -2.865 0.838 -0.255 -0.43
O 0.161 -1.564 -1.202 -0.64
O 0.511 1.105 1.158 -0.68
F -0.252 -1.534 1.000 -0.30
F 0.428 1.304 -0.966 -0.33
F 2.171 0.344 -0.072 -0.33
H 0.369 -2.399 -0.848 0.50
H 0.754 2.054 1.233 0.53



# 6
11
Properties=species:S:1:pos:R:3:nbo_charge:R:1 method="wB97M-V/def2-TZVPD" e_lumo_ev="-1.96 / -1.96" de_lowest_ev=2.485
C -0.773 0.985 -1.270 0.19
C -0.584 -0.057 -0.322 0.52
C 0.770 -0.525 0.166 0.85
N -0.687 1.825 -2.043 -0.15
O -1.615 -0.773 -0.012 -0.53
O 1.555 0.102 1.055 -0.67
F -0.790 1.320 1.225 -0.66
F 1.457 -0.592 -1.073 -0.35
F 0.593 -1.827 0.450 -0.32
H -1.345 -1.577 0.599 0.54
H 1.417 1.118 1.225 0.57



# 7
13
Properties=species:S:1:pos:R:3:nbo_charge:R:1 method="wB97M-V/def2-TZVPD" e_lumo_ev="-1.20 / -1.20" de_lowest_ev=1.428
C 1.703 0.194 -0.005 -0.40
C 0.762 -1.006 -0.261 0.42
C -2.185 0.563 -0.286 0.94
N 1.227 0.780 1.339 -0.06
N 0.196 0.439 1.824 -0.39
F 0.213 -1.002 -1.487 -0.33
F 1.453 -2.239 -0.046 -0.37
F -2.960 -0.026 -1.191 -0.31
F -2.896 1.308 0.519 -0.30
F -1.178 1.192 -0.894 -0.33
P -0.625 -0.945 1.089 0.62
H 2.624 -0.368 0.109 0.25
H 1.667 1.110 -0.713 0.26



# 8
10
Properties=species:S:1:pos:R:3:nbo_charge:R:1 method="wB97M-V/def2-TZVPD" e_lumo_ev=-12.08 de_lowest_ev=0.000 total_charge=+2
C 1.245 0.849 0.927 -0.44
C 0.014 0.443 0.650 0.57
H 2.043 0.714 0.199 0.23
H 1.454 1.355 1.866 0.28
F -1.003 0.702 1.462 -0.27
O -1.388 -1.797 0.354 -0.37
C -0.884 -1.419 -0.658 0.34
O -0.332 -0.064 -0.565 -0.68
Zn -1.115 -2.235 -2.439 1.34
Li -0.034 1.451 -1.796 0.98



Asked for maximum force across the records above, the calculation gives 3.03; 2.33; 4.23; 3.26; 6.09; 5.29; 4.45; 5.13 eV/A in order.